Entry 1:
Entry from the Open Molecules 2025 dataset: C8H5Cl2HoLaNO3 as an isolated structure at a distorted geometry (ωB97M-V/def2-TZVPD).

The spin multiplicity is 5. The calculation puts the LUMO energy (spin up / spin down) at -15.91 / -15.73 eV. The total charge is +4. The value obtained for the HOMO energy (spin up / spin down) is -0.8020 / -0.8020 hartree. As for the gap between HOMO and LUMO (spin up / spin down): 0.2174 / 0.2238 Eh.

Structure (XYZ):
```
21
Properties=species:S:1:pos:R:3:nbo_charge:R:1
Ho -0.1716 -0.8802 -4.5489 2.12
La -0.5269 -0.0445 -0.4666 2.28
Cl -1.5816 0.7819 -3.0524 -0.58
Cl 1.0628 -1.3642 -2.3228 -0.56
C -1.0587 -1.8972 0.8744 0.33
C -0.4917 0.1981 -6.6747 0.34
C 0.0064 -2.1611 -6.6667 0.35
O -1.1628 -2.6861 1.7199 -0.18
O -0.7345 0.5791 -7.7524 -0.17
O 0.0198 -2.5584 -7.7502 -0.18
C 0.5902 1.3452 4.4196 -0.06
C -0.1974 2.0257 3.5170 -0.18
C -0.3106 1.5209 2.2037 0.01
N 0.2575 0.3434 1.8430 -0.70
C 0.9726 -0.3492 2.7690 0.05
C 1.1801 0.1417 4.0677 -0.16
H 0.6558 1.7116 5.4421 0.29
H -0.7550 2.9299 3.7910 0.29
H -0.8853 2.0415 1.4024 0.18
H 1.3621 -1.2784 2.4267 0.22
H 1.7689 -0.3997 4.7583 0.29
```



Entry 2:
Entry from the Open Molecules 2025 dataset: an isolated ion of composition C8H5ClNO2S and charge -1 at a distorted geometry (ωB97M-V/def2-TZVPD).

The spin multiplicity is 1. The calculation puts the LUMO energy (spin up / spin down) at 2.96 / 2.00 eV. The total charge is -1. The value obtained for the HOMO energy (spin up / spin down) is -0.1609 / -0.1401 hartree. As for the gap between HOMO and LUMO (spin up / spin down): 0.2695 / 0.2136 Eh.

Structure (XYZ):
```
18
Properties=species:S:1:pos:R:3:nbo_charge:R:1
C 0.8743 1.3184 0.4054 -0.25
C 1.4146 -0.0171 0.2084 -0.21
C -0.3732 1.6033 0.1824 -0.16
C 0.5682 -0.9630 -0.3492 -0.25
C -1.3505 0.5549 -0.2471 0.13
C -0.7715 -0.7595 -0.4713 -0.18
C -3.1741 2.0961 -0.5803 0.84
C -2.7664 -2.5113 -0.0388 -0.53
N -2.5912 0.7420 -0.4892 -0.40
O -2.3403 2.8403 -1.0444 -0.74
O -4.3756 2.1620 -0.1985 -0.75
S -1.6828 -2.1024 -1.1975 0.42
Cl -2.8171 -1.5524 1.4291 0.00
H 1.4233 2.0911 0.7946 0.20
H 2.5476 -0.1469 0.3180 0.20
H -0.8310 2.5088 0.5226 0.24
H 0.9576 -2.0032 -0.6105 0.21
H -3.5644 -3.2881 -0.0263 0.23
```



Entry 3:
Entry from the Open Molecules 2025 dataset: C8H5DyN2O5 as an isolated structure at a distorted geometry (ωB97M-V/def2-TZVPD).

The spin multiplicity is 6. The calculation puts the LUMO energy (spin up / spin down) at -9.87 / -9.86 eV. The total charge is +2. The value obtained for the HOMO energy (spin up / spin down) is -0.6273 / -0.6296 hartree. As for the gap between HOMO and LUMO (spin up / spin down): 0.2647 / 0.2674 Eh.

Structure (XYZ):
```
21
Properties=species:S:1:pos:R:3:lowdin_spin:R:1
O -3.6302 0.7965 3.8842 0.00
C -3.6437 1.2003 2.8152 0.00
Dy 0.2926 1.2199 -0.3586 5.02
O -2.4425 -1.1529 -0.0902 0.00
C -1.6076 -0.3646 -0.1703 -0.02
C -0.3735 0.3764 -2.5657 -0.02
O -0.7905 -0.0239 -3.5655 0.00
C -2.2337 3.1141 -2.4251 -0.01
O -1.8613 4.1290 -2.9076 0.00
C -2.0986 1.9885 -1.5327 -0.01
O -3.1180 1.3662 -1.2347 0.00
H 1.6098 1.9124 0.5485 0.05
N 1.2905 -1.4507 1.6384 0.00
C 2.3816 -2.2249 1.6161 0.00
C 3.0699 -1.9581 0.4329 0.00
C 2.3063 -0.9965 -0.2415 0.00
N 1.2146 -0.6555 0.5194 -0.01
H 0.5481 -1.4406 2.3435 0.00
H 2.6254 -2.9042 2.4229 0.00
H 3.9983 -2.3952 0.0836 0.00
H 2.4626 -0.5363 -1.2128 0.00
```



Entry 4:
Entry from the Open Molecules 2025 dataset: C8H5INO4 as an isolated structure at a distorted geometry (ωB97M-V/def2-TZVPD).

The spin multiplicity is 1. The calculation puts the LUMO energy at 2.75 eV. The total charge is -1. The value obtained for the HOMO energy is -0.1570 hartree. As for the gap between HOMO and LUMO: 0.2582 Eh.

Structure (XYZ):
```
19
Properties=species:S:1:pos:R:3:nbo_charge:R:1
C -1.4664 -0.1946 -2.1605 -0.24
C -1.8116 0.8059 -1.3048 -0.20
C -0.6901 -1.2525 -1.7052 -0.22
C -1.3381 0.8326 -0.0297 -0.22
C -0.1095 -1.1872 -0.4288 -0.19
C -0.4725 -0.1245 0.4368 -0.07
C 2.4327 0.5064 0.0737 1.03
C 0.0319 0.0060 1.8121 -0.02
N 1.1945 -0.3374 2.2876 0.35
O 3.3021 -0.0139 -0.5755 -0.63
O 2.0613 -0.7464 1.4504 -0.55
O 1.6667 1.3566 0.2887 -0.60
O 1.5544 -0.1159 3.4736 -0.56
I -1.2584 0.7360 3.3642 0.08
H -1.7184 -0.1918 -3.2022 0.20
H -2.3768 1.7413 -1.7366 0.20
H -0.2370 -1.7918 -2.4950 0.20
H -1.4018 1.7873 0.6088 0.23
H 0.6371 -1.8162 -0.1577 0.23
```



Energy above the lowest of the compared OMol25 structures with the same formula, charge and spin for the records above, in order: 0.0000, 4.1307, 2.6173, 0.1232 eV